DFT (ωB97M-V with the def2-TZVPD basis set) results for a 8-piece molecular cluster, C17H48NO11S10 overall.

Calculated values
E_tot   -150760.430 eV
Multiplicity   1
Charge   -1
Frontier orbital gap   6.5 eV
HOMO energy   -4.79 eV

```
87
Properties=species:S:1:pos:R:3:forces:R:3:lowdin_charge:R:1
C 3.007 -4.144 -0.912 -0.66 2.18 -1.07 -0.04
C 2.747 -2.843 -1.633 0.41 -3.05 2.11 -0.18
C 2.466 -1.509 -0.732 4.10 -0.32 -1.43 -0.27
S 0.691 -0.932 -0.646 -3.36 5.06 3.50 0.65
O 0.770 0.648 -0.710 0.41 -5.02 -0.88 -0.46
O 0.072 -1.196 0.783 2.25 -0.65 -4.56 -0.48
N -0.336 -1.384 -1.966 1.77 -2.21 2.47 -0.36
S -0.695 -3.064 -2.082 -3.47 -0.56 -7.04 0.35
O -2.203 -3.189 -2.530 4.60 0.93 2.41 -0.50
O 0.113 -3.772 -3.239 -1.42 2.20 4.65 -0.49
S -0.451 -4.237 -0.369 -0.55 -0.22 1.09 0.50
H 2.309 -5.100 -1.055 2.37 1.81 -0.91 0.06
H 3.880 -4.266 -0.136 -2.63 0.74 -0.56 0.03
H 2.789 -2.879 -2.814 -1.50 0.36 2.71 0.11
H 2.945 -1.630 0.350 -1.60 0.09 -2.20 0.13
H 3.093 -0.627 -1.239 -1.87 -1.49 1.17 0.09
H -1.604 -4.011 0.435 1.21 0.27 -1.42 -0.10
C 6.692 -7.685 1.656 -0.10 -0.11 0.08 -0.28
S 6.767 -6.080 0.824 -0.47 0.18 -0.16 0.81
O 5.452 -5.394 1.048 0.63 -0.45 -0.02 -0.57
C 6.755 -6.744 -0.858 -0.03 0.08 0.17 -0.29
H 6.652 -7.517 2.734 0.01 0.10 -0.16 0.05
H 5.797 -8.228 1.341 0.05 0.12 -0.04 0.06
H 7.587 -8.264 1.414 -0.04 0.09 -0.03 0.05
H 5.857 -7.345 -1.017 0.13 0.08 0.08 0.06
H 7.648 -7.354 -1.017 -0.16 0.08 0.10 0.03
H 6.760 -5.908 -1.562 -0.03 -0.02 0.20 0.06
C -5.048 0.447 2.005 -0.02 -0.07 0.00 -0.30
S -4.364 -1.130 2.568 0.26 0.29 0.10 0.80
O -4.547 -1.195 4.055 -0.01 0.09 -0.24 -0.59
C -2.635 -0.705 2.250 -0.11 -0.05 0.03 -0.27
H -6.131 0.427 2.146 0.13 -0.10 0.03 0.04
H -4.622 1.268 2.586 0.03 -0.15 -0.04 0.04
H -4.825 0.584 0.944 0.03 0.01 0.13 0.05
H -2.360 0.188 2.816 -0.13 -0.07 -0.02 0.06
H -2.493 -0.530 1.181 0.04 -0.09 0.10 0.05
H -2.007 -1.542 2.566 -0.15 0.10 -0.12 0.04
C -5.019 5.341 2.125 0.05 -0.25 -0.16 -0.29
S -5.843 3.836 1.553 0.19 0.12 -0.38 0.80
O -5.014 3.263 0.441 -0.41 0.36 0.42 -0.55
C -7.258 4.675 0.800 0.06 0.02 -0.08 -0.28
H -4.076 5.062 2.602 -0.33 -0.02 -0.14 0.03
H -4.814 6.000 1.277 -0.05 -0.12 -0.02 0.06
H -5.654 5.851 2.852 0.06 -0.16 -0.03 0.04
H -6.913 5.375 0.036 -0.01 -0.19 0.11 0.02
H -7.819 5.207 1.572 0.06 -0.08 0.05 0.05
H -7.903 3.923 0.339 0.16 0.06 0.07 0.05
C 9.379 -9.076 -4.209 0.08 -0.11 0.06 -0.27
S 7.699 -8.407 -4.158 -0.23 -0.21 0.35 0.83
O 7.100 -8.793 -2.838 0.42 -0.11 -0.82 -0.56
C 7.019 -9.521 -5.410 -0.08 -0.11 -0.02 -0.27
H 9.985 -8.549 -3.469 -0.18 0.00 -0.08 0.05
H 9.364 -10.143 -3.972 -0.09 0.09 0.00 0.06
H 9.804 -8.919 -5.203 -0.08 0.04 0.06 0.05
H 7.151 -10.560 -5.098 0.02 0.12 0.07 0.06
H 7.522 -9.349 -6.364 -0.01 0.06 0.09 0.05
H 5.952 -9.310 -5.522 0.18 0.07 0.11 0.05
C 3.293 2.684 0.311 -0.02 -0.04 -0.01 -0.27
S 5.023 2.353 -0.104 -0.27 -0.44 -0.12 0.80
O 5.083 0.991 -0.730 0.03 0.61 0.39 -0.56
C 5.593 2.191 1.605 0.08 -0.13 0.12 -0.28
H 2.727 2.786 -0.618 0.11 -0.16 0.11 0.05
H 2.884 1.858 0.896 0.02 0.00 -0.18 0.06
H 3.226 3.616 0.878 0.12 -0.02 -0.04 0.05
H 5.040 1.395 2.110 -0.01 0.04 -0.13 0.06
H 5.449 3.138 2.129 -0.01 -0.03 -0.10 0.05
H 6.657 1.942 1.595 -0.14 0.03 -0.11 0.04
C -5.879 6.173 -4.033 0.08 -0.09 0.04 -0.27
S -7.483 6.613 -3.321 0.09 -0.27 0.29 0.82
O -7.539 6.030 -1.940 -0.03 0.27 -0.80 -0.56
C -8.463 5.545 -4.403 -0.07 -0.14 0.02 -0.27
H -5.097 6.701 -3.482 -0.20 -0.04 -0.01 0.05
H -5.716 5.096 -3.950 -0.08 0.09 0.07 0.06
H -5.849 6.478 -5.082 -0.07 0.03 0.09 0.05
H -8.139 4.507 -4.297 0.04 0.12 0.07 0.06
H -8.347 5.870 -5.440 0.03 0.04 0.10 0.05
H -9.514 5.627 -4.114 0.19 0.07 0.04 0.05
C -5.218 8.324 5.048 -0.12 -0.08 0.03 -0.27
S -3.489 7.992 4.634 0.06 -0.53 -0.14 0.83
O -3.428 6.630 4.007 0.05 0.97 0.70 -0.56
C -2.918 7.830 6.343 0.02 -0.08 0.11 -0.27
H -5.785 8.425 4.120 0.18 -0.02 0.06 0.05
H -5.627 7.497 5.634 0.11 0.01 -0.06 0.06
H -5.285 9.255 5.616 0.07 -0.05 -0.07 0.05
H -3.471 7.034 6.848 0.01 0.03 -0.13 0.06
H -3.062 8.777 6.867 0.00 -0.03 -0.10 0.05
H -1.854 7.581 6.332 -0.17 0.04 -0.13 0.05
```
Positions in Å, forces in eV/Å.